51
Properties=species:S:1:pos:R:3 method="wB97M-V/def2-TZVPD" relative_energy_kj_mol=49.7 homo_energy_ev=-11.0 total_charge=+1 smiles=COc1ccc(C(c2ccc(OC)cc2)[n+]2c[nH]c3ccc(OC)cc32)cc1 energy_ha=-1225.21694
C 1.24 0.13 -3.53
N 1.62 -0.75 2.64
H 3.43 4.68 -0.33
C 2.18 2.36 1.02
C -5.94 -2.52 2.17
H 1.40 -3.64 -5.13
C -4.07 -0.98 1.72
C 0.93 -1.19 -3.95
C 0.65 -0.88 1.75
N 0.63 0.21 0.96
C 0.18 -2.04 -3.10
H -6.65 -2.55 3.00
C -3.31 0.10 2.26
C 3.89 2.13 2.85
C 0.81 0.56 -2.28
H -4.26 -2.30 0.00
H 4.72 2.59 3.37
O 3.88 4.09 1.63
H 3.71 0.31 4.05
C 3.36 0.89 3.19
C -0.12 -1.60 -1.81
H -3.69 0.62 3.13
H -0.41 1.40 -0.31
H 0.00 -2.93 -6.02
O -5.18 -1.33 2.42
H 1.80 -1.35 3.44
H 2.45 5.47 0.97
C 0.14 -0.29 -1.40
C 1.06 -2.82 -5.78
H 1.66 -2.79 -6.69
H -1.55 1.31 2.09
H 1.02 1.58 -1.97
C 3.29 2.87 1.78
C 1.73 1.08 1.35
C -3.67 -1.53 0.49
H -0.03 -1.72 1.71
C -2.54 -1.02 -0.15
O 1.32 -1.52 -5.21
C -1.68 -0.13 0.49
C 3.44 5.08 0.70
H -0.59 -2.29 -1.10
H 4.18 5.88 0.78
H -0.20 -3.00 -3.44
C -0.34 0.33 -0.08
H -5.32 -3.42 2.17
H 1.75 0.79 -4.23
H -6.49 -2.45 1.22
C -2.13 0.50 1.65
H -2.32 -1.30 -1.18
H 1.71 2.94 0.26
C 2.33 0.42 2.40